(1)
Computed, not measured: a 2-piece molecular cluster, C5H14 overall, with ωB97M-V with the def2-TZVPD basis set.

- E_tot (Ha) = -198.86759
- Kohn-Sham gap (eV) = 12.348

```
! wB97M-V def2-TZVPD RIJCOSX def2/J DEFGRID3
* xyz 0 1
C -2.000 0.433 -1.341
C -1.013 -0.658 -0.885
C -0.358 -1.411 -2.028
H -2.315 0.321 -2.389
H -1.562 1.428 -1.280
H -2.931 0.355 -0.773
H -0.282 -0.162 -0.233
H -1.497 -1.359 -0.215
H 0.537 -0.897 -2.389
H 0.075 -2.375 -1.722
H -1.058 -1.588 -2.839
C 2.032 1.102 1.524
C 1.140 0.415 2.518
H 1.718 1.041 0.480
H 2.010 2.175 1.687
H 3.079 0.785 1.503
H 0.680 0.969 3.325
H 1.492 -0.506 2.977
H 0.254 -0.069 2.078
*
```

***

(2)
Computed, not measured: a 2-piece molecular cluster, C5H14 overall, with ωB97M-V with the def2-TZVPD basis set.

- E_tot (Ha) = -198.81371
- Kohn-Sham gap (eV) = 12.069

```
! wB97M-V def2-TZVPD RIJCOSX def2/J DEFGRID3
* xyz 0 1
C 0.057 -1.126 2.404
C -1.310 -0.923 1.862
C -1.423 -1.330 0.397
H 0.246 -2.102 2.531
H 0.697 -0.614 1.792
H 0.122 -0.580 3.444
H -1.715 0.144 2.034
H -1.969 -1.598 2.551
H -0.771 -0.519 0.033
H -2.547 -1.143 0.113
H -1.224 -2.340 0.118
C 1.290 2.298 -1.796
C 1.307 0.953 -2.651
H 0.829 2.081 -0.880
H 2.369 2.751 -1.876
H 0.576 2.929 -2.298
H 2.190 0.464 -3.103
H 0.713 1.097 -3.619
H 0.954 0.204 -2.132
*
```

***

(3)
Computed, not measured: a 2-piece molecular cluster, C5H14 overall, with ωB97M-V with the def2-TZVPD basis set.

- E_tot (Ha) = -198.83267
- Kohn-Sham gap (eV) = 12.250

```
! wB97M-V def2-TZVPD RIJCOSX def2/J DEFGRID3
* xyz 0 1
C 0.769 0.940 1.979
C 1.509 -0.074 1.174
C 2.088 0.520 -0.098
H 1.117 1.174 2.970
H 0.413 1.775 1.353
H -0.155 0.546 2.122
H 0.841 -0.941 1.047
H 2.416 -0.291 1.730
H 2.294 1.577 -0.035
H 1.359 0.647 -0.959
H 3.019 0.012 -0.382
C -2.455 -0.253 -1.044
C -1.734 -1.219 -1.837
H -3.517 -0.196 -0.881
H -2.005 -0.089 -0.104
H -2.405 0.783 -1.640
H -2.062 -2.227 -1.721
H -0.636 -1.144 -1.660
H -1.747 -1.106 -2.896
*
```

***

(4)
Computed, not measured: a 2-piece molecular cluster, C5H14 overall, with ωB97M-V with the def2-TZVPD basis set.

- E_tot (Ha) = -198.87400
- Kohn-Sham gap (eV) = 12.334

```
! wB97M-V def2-TZVPD RIJCOSX def2/J DEFGRID3
* xyz 0 1
C 0.728 2.195 1.959
C 0.293 0.744 2.120
C 0.822 -0.179 1.005
H 0.571 2.463 0.916
H 0.127 2.897 2.526
H 1.795 2.278 2.174
H 0.480 0.345 3.121
H -0.801 0.693 2.085
H 1.274 0.337 0.157
H 1.525 -0.905 1.387
H 0.007 -0.783 0.594
C -1.412 -1.683 -1.931
C -0.266 -0.886 -2.594
H -1.112 -1.964 -0.926
H -2.304 -1.070 -1.773
H -1.661 -2.561 -2.527
H 0.606 -0.890 -1.955
H -0.550 0.167 -2.709
H -0.122 -1.199 -3.629
*
```

***

(5)
Computed, not measured: a 2-piece molecular cluster, C5H14 overall, with ωB97M-V with the def2-TZVPD basis set.

- E_tot (Ha) = -198.88614
- Kohn-Sham gap (eV) = 12.304

```
! wB97M-V def2-TZVPD RIJCOSX def2/J DEFGRID3
* xyz 0 1
C 2.253 -0.878 -1.250
C 1.342 -0.806 -0.040
C 1.969 -1.175 1.280
H 3.076 -0.159 -1.177
H 1.673 -0.700 -2.156
H 2.728 -1.856 -1.329
H 0.900 0.194 0.048
H 0.452 -1.409 -0.259
H 2.873 -0.584 1.455
H 1.273 -1.001 2.100
H 2.233 -2.234 1.348
C -2.123 0.737 0.059
C -3.047 1.929 -0.088
H -2.708 -0.137 0.372
H -1.581 0.461 -0.842
H -1.427 0.869 0.892
H -2.537 2.843 -0.397
H -3.555 2.164 0.845
H -3.794 1.740 -0.864
*
```

***

(6)
Computed, not measured: a 2-piece molecular cluster, C5H14 overall, with ωB97M-V with the def2-TZVPD basis set.

- E_tot (Ha) = -198.85343
- Kohn-Sham gap (eV) = 12.237

```
! wB97M-V def2-TZVPD RIJCOSX def2/J DEFGRID3
* xyz 0 1
C -1.036 0.253 0.879
C -0.493 0.264 2.262
C 1.030 0.626 2.374
H -1.134 1.182 0.335
H -0.412 -0.430 0.273
H -2.100 -0.040 0.892
H -0.675 -0.681 2.795
H -1.061 1.019 2.891
H 1.651 -0.272 2.172
H 1.107 1.068 3.374
H 1.151 1.581 1.847
C 0.046 0.042 -3.058
C 0.444 -1.242 -2.258
H 0.418 0.112 -4.111
H -0.977 0.303 -2.894
H 0.582 0.791 -2.479
H -0.250 -2.048 -2.621
H 0.179 -1.019 -1.227
H 1.485 -1.397 -2.447
*
```

***

(7)
Computed, not measured: a 2-piece molecular cluster, C5H14 overall, with ωB97M-V with the def2-TZVPD basis set.

- E_tot (Ha) = -198.82589
- Kohn-Sham gap (eV) = 12.207

```
! wB97M-V def2-TZVPD RIJCOSX def2/J DEFGRID3
* xyz 0 1
C 0.356 -2.313 1.246
C 1.680 -1.455 1.310
C 1.563 -0.106 0.578
H 0.437 -2.989 0.288
H -0.701 -1.801 1.054
H 0.045 -2.806 2.143
H 1.954 -1.173 2.314
H 2.475 -2.065 0.833
H 2.446 0.091 -0.198
H 0.707 0.031 -0.145
H 1.533 0.739 1.335
C -1.377 2.300 -0.813
C -1.712 1.119 -1.842
H -0.443 2.138 -0.370
H -1.373 3.274 -1.422
H -2.309 2.401 -0.159
H -2.746 0.861 -1.772
H -0.946 0.232 -1.553
H -1.587 1.521 -2.825
*
```

***

(8)
Computed, not measured: a 2-piece molecular cluster, C5H14 overall, with ωB97M-V with the def2-TZVPD basis set.

- E_tot (Ha) = -198.87478
- Kohn-Sham gap (eV) = 12.262

```
! wB97M-V def2-TZVPD RIJCOSX def2/J DEFGRID3
* xyz 0 1
C 2.649 0.513 -0.260
C 1.258 0.188 -0.740
C 0.751 1.082 -1.868
H 2.957 -0.044 0.625
H 2.724 1.577 -0.009
H 3.430 0.420 -1.026
H 1.137 -0.875 -0.975
H 0.552 0.298 0.084
H -0.193 0.717 -2.259
H 0.595 2.082 -1.453
H 1.478 1.134 -2.674
C -1.984 -1.041 0.575
C -2.398 -0.728 2.013
H -1.480 -0.166 0.177
H -1.431 -1.973 0.471
H -2.867 -1.229 -0.031
H -3.312 -0.164 2.165
H -1.565 -0.200 2.499
H -2.303 -1.590 2.686
*
```